# 1
DFT (wB97M-V/def2-TZVPD) results for the ion C5H12NO2 with charge +1 at a distorted geometry.

XYZ file:
```
20
C5H12NO2 | OMol25 | wB97M-V/def2-TZVPD
O -1.968 1.616 -0.908
C -1.258 0.677 -0.679
C 0.081 0.885 0.039
C 1.191 -0.068 -0.399
C 1.488 -1.213 0.557
C 0.281 -1.876 1.200
O -0.637 -2.308 0.188
N 0.403 2.332 -0.160
H -1.508 -0.362 -0.934
H -0.211 0.731 1.051
H 2.104 0.494 -0.588
H 0.893 -0.537 -1.335
H 2.219 -1.061 1.316
H 2.053 -1.990 0.029
H 0.578 -2.693 1.851
H -0.300 -1.131 1.733
H -0.455 -3.216 -0.087
H 1.247 2.444 -0.719
H -0.392 2.754 -0.671
H 0.448 2.862 0.710
```

Results
**Charge**: +1
**HOMO level**: -14.14 eV
**HOMO-LUMO gap**: 10.41 eV
**Multiplicity**: 1
**E_tot**: -10957.270 eV

How positive or negative is each atom? The natural (NBO) charges in e answer that: O -0.499; C 0.431; C -0.171; C -0.424; C -0.441; C -0.061; O -0.751; N -0.675; H 0.197; H 0.248; H 0.225; H 0.243; H 0.231; H 0.232; H 0.206; H 0.159; H 0.490; H 0.446; H 0.464; H 0.450

=====

# 2
DFT (wB97M-V/def2-TZVPD) results for an isolated molecule of C5H12NO2PS at a distorted geometry.

XYZ file:
```
22
C5H12NO2PS | OMol25 | wB97M-V/def2-TZVPD
C 1.138 0.847 -1.262
C 1.327 -0.406 -0.343
C -1.100 -0.008 -0.160
C -1.815 -0.095 1.199
C -2.090 0.112 -1.289
N 0.013 -1.007 -0.280
O 3.436 0.827 1.004
O 2.165 -1.225 2.146
P 2.169 0.172 1.224
S -0.152 1.613 -0.237
H 2.062 1.457 -1.185
H 0.765 0.632 -2.232
H 2.080 -1.102 -0.781
H -1.127 -0.227 2.070
H -2.345 -0.960 1.152
H -2.189 0.909 1.280
H -1.663 0.581 -2.113
H -2.768 1.012 -0.923
H -2.512 -0.832 -1.685
H 0.022 -1.573 -1.160
H 1.362 -1.710 1.876
H 1.222 0.983 1.698
```

Results
**HOMO level**: -8.93 eV
**HOMO-LUMO gap**: 9.52 eV
**Multiplicity**: 1
**E_tot**: -31088.584 eV

How positive or negative is each atom? The natural (NBO) charges in e answer that: C -0.543; C -0.420; C 0.069; C -0.627; C -0.655; N -0.675; O -1.069; O -0.973; P 1.964; S 0.136; H 0.262; H 0.214; H 0.235; H 0.212; H 0.220; H 0.222; H 0.218; H 0.237; H 0.220; H 0.374; H 0.500; H -0.122

=====

# 3
DFT (wB97M-V/def2-TZVPD) results for a cluster of 2 separate species, C5H12NO3 in total at a distorted geometry.

XYZ file:
```
21
C5H12NO3 | OMol25 | wB97M-V/def2-TZVPD
O 1.286 -0.859 1.936
C 0.464 -0.089 1.544
O -0.700 0.153 2.187
C 0.612 0.638 0.156
C -0.816 1.093 -0.230
C -0.856 1.890 -1.523
C -0.809 1.400 -2.757
N 1.308 -0.248 -0.832
H -0.950 -0.607 2.751
H 1.318 1.481 0.257
H -1.380 0.191 -0.432
H -1.357 1.562 0.613
H -0.783 2.953 -1.329
H -0.672 2.028 -3.664
H -0.900 0.323 -2.840
H 2.115 0.189 -1.282
H 1.573 -1.150 -0.416
H 0.769 -0.395 -1.706
H -0.552 -2.534 0.569
H 0.023 -3.673 -0.101
O -0.494 -2.867 -0.340
```

Results
**Charge**: +1
**HOMO level**: -14.07 eV
**HOMO-LUMO gap**: 10.60 eV
**Multiplicity**: 1
**E_tot**: -13004.810 eV

How positive or negative is each atom? The natural (NBO) charges in e answer that: O -0.552; C 0.785; O -0.676; C -0.142; C -0.472; C -0.183; C -0.399; N -0.684; H 0.526; H 0.253; H 0.229; H 0.284; H 0.216; H 0.245; H 0.180; H 0.449; H 0.475; H 0.461; H 0.459; H 0.486; O -0.940

=====

Result set for relative energy (zero: lowest compared OMol25 entry of this formula, charge and spin): 1.349; 2.110; 1.250 eV, one per record in the order listed.